# 1
{"formula": "C26H53BBr4Cl3N3O18PSV", "method": "ωB97M-V/def2-TZVPD", "species": ["C", "C", "C", "C", "C", "C", "C", "C", "N", "O", "C", "C", "C", "O", "C", "Br", "B", "C", "O", "P", "O", "O", "H", "H", "H", "H", "H", "H", "H", "H", "H", "H", "H", "H", "H", "H", "H", "H", "H", "H", "H", "H", "H", "H", "H", "H", "H", "H", "H", "H", "H", "H", "C", "C", "C", "C", "N", "H", "H", "H", "H", "H", "H", "H", "C", "Br", "Br", "Br", "H", "O", "V", "O", "O", "Cl", "O", "O", "O", "C", "C", "O", "S", "O", "O", "O", "H", "H", "H", "H", "C", "C", "C", "O", "C", "C", "C", "O", "H", "H", "H", "H", "Cl", "O", "H", "H", "H", "N", "H", "H", "H", "H", "Cl"], "xyz": [[-4.32820, -0.37814, 0.02953], [-4.48290, -1.96675, 0.05898], [-3.46034, -2.57850, 1.14697], [-2.77782, -3.95772, 0.66810], [-1.15345, -3.93562, 0.70517], [-0.63686, -3.70559, -0.78222], [0.93693, -4.07001, -0.98386], [1.75399, -3.00638, -1.82376], [1.19227, -2.60497, -3.11969], [1.56775, -1.31654, -3.48833], [0.38900, -0.52894, -3.74121], [-0.27663, -0.80137, -5.14850], [-1.49558, -1.81770, -5.12830], [1.14988, -5.44429, -1.31297], [1.36028, -5.73026, -2.67698], [-0.28253, -5.46402, -3.82176], [1.64157, -7.35767, -2.74392], [1.06879, -8.34199, -3.88027], [2.48979, -7.91212, -1.73680], [1.67925, -3.90496, 0.79999], [3.30249, -4.37138, 0.59154], [1.55848, -2.27914, 1.31526], [-3.28577, -0.15908, -0.33824], [-4.44107, 0.02764, 1.07752], [-5.08855, 0.13631, -0.62295], [-4.23138, -2.36576, -0.96433], [-5.54251, -2.19147, 0.35827], [-4.03865, -2.71731, 2.11375], [-2.70920, -1.76043, 1.34076], [-3.13419, -4.76523, 1.37856], [-3.18064, -4.20468, -0.35107], [-0.91844, -3.08404, 1.41436], [-0.88103, -4.94149, 1.13057], [-0.71676, -2.59655, -1.01898], [-1.30804, -4.28675, -1.46590], [1.89879, -2.05795, -1.20312], [2.80125, -3.42307, -1.97192], [0.18109, -2.72620, -3.19171], [0.75627, 0.54658, -3.75790], [-0.35892, -0.58539, -2.90115], [0.44739, -1.11486, -5.95281], [-0.70089, 0.19475, -5.49632], [-1.20770, -2.84785, -5.50164], [-1.95915, -1.96317, -4.10773], [-2.30635, -1.44156, -5.81460], [2.27973, -5.26950, -3.14200], [0.99753, -7.87555, -4.90879], [0.10754, -8.86572, -3.59035], [1.83378, -9.17984, -3.99292], [2.02179, -8.00284, -0.89086], [3.81491, -3.52512, 0.58285], [0.84328, -1.80521, 0.85554], [-2.29607, 5.03998, -0.91490], [-2.38960, 5.23697, -2.42200], [-3.25055, 4.18330, -3.11520], [-2.67148, 2.83183, -2.88729], [-2.15335, 1.80933, -2.65812], [-1.82138, 4.09387, -0.64914], [-1.69739, 5.84237, -0.47134], [-3.32673, 5.06307, -0.43885], [-1.37718, 5.22716, -2.83700], [-2.80857, 6.22490, -2.62603], [-3.29426, 4.37403, -4.18732], [-4.26838, 4.20220, -2.72816], [-3.37821, 2.51674, 3.49615], [-2.20015, 1.74428, 2.16718], [-3.71504, 4.41932, 3.26867], [-5.03262, 1.51913, 3.63018], [-2.87020, 2.41442, 4.44992], [2.97525, 6.33438, -4.12278], [1.42137, 6.76159, -3.46720], [-0.13226, 7.23714, -2.80939], [7.93125, -2.34298, 1.74475], [6.94549, -3.39871, 1.83323], [7.04006, -4.04141, 3.12984], [7.19096, -4.37001, 0.79301], [5.61889, -2.83763, 1.67197], [-8.02306, 6.77653, 2.05655], [-8.79353, 6.09907, 0.93694], [-7.78995, 5.52619, 0.09489], [-6.52830, 5.08392, 1.00264], [-6.65949, 3.69374, 1.29404], [-5.33762, 5.68539, 0.44013], [-6.92587, 5.90327, 2.33769], [-7.61885, 7.73891, 1.73247], [-8.63154, 6.92141, 2.94796], [-9.41271, 6.79705, 0.37625], [-9.41713, 5.28735, 1.32039], [7.36702, -1.50887, 7.31117], [7.75474, -1.49740, 6.03556], [6.82993, -1.10326, 4.95498], [7.19595, -1.09492, 3.80262], [5.45355, -0.72283, 5.33753], [5.06178, -0.73507, 6.61327], [5.98842, -1.12750, 7.69656], [5.63694, -1.13661, 8.86002], [8.03266, -1.79445, 8.11711], [8.75874, -1.77410, 5.73035], [4.79057, -0.43739, 4.53053], [4.05833, -0.46025, 6.91235], [-4.37895, 1.81862, -4.40258], [0.13823, 10.60003, -4.66810], [0.92551, 11.17704, -4.57472], [-0.67854, 11.12470, -4.80200], [0.04984, 9.98333, -3.89725], [10.61623, 0.72923, 5.63755], [9.76271, 0.59838, 5.07909], [11.43050, 0.74302, 5.01734], [10.55866, 1.61457, 6.14650], [10.70707, -0.04262, 6.30375], [-4.53196, 3.77360, -0.12562]], "forces_ev_per_angstrom": [[0.1, -0.7, 0.2], [0.5, 0.9, 0.6], [-0.7, 0.1, -0.7], [-0.1, 0.6, 1.0], [-2.4, -0.2, -0.5], [1.1, 0.3, 0.6], [-0.3, 2.6, 0.4], [0.4, 0.2, 0.2], [-0.1, -2.1, 0.0], [-0.9, 1.2, 0.2], [0.5, 1.3, -0.9], [-1.1, 0.2, 0.0], [-0.1, -0.4, -0.4], [-0.1, 0.9, -1.1], [0.6, -2.2, 0.4], [0.5, 0.4, 0.3], [0.3, -0.5, 0.6], [1.2, -0.7, -0.6], [-1.7, 0.3, -1.1], [0.4, -2.5, 1.4], [-1.7, 2.8, -0.2], [0.4, -0.7, -1.4], [-1.1, 0.1, 0.3], [0.2, -0.4, -1.1], [0.8, -0.6, 0.5], [-0.5, 0.3, 1.0], [1.0, -0.1, -0.6], [0.8, 0.1, -1.1], [-0.4, -1.0, -0.2], [0.4, 0.8, -0.9], [0.5, 0.1, 0.9], [0.2, -1.3, -0.7], [0.2, 1.3, -0.5], [-0.2, -1.2, 0.1], [0.9, 0.6, 0.5], [-0.3, -1.1, -0.5], [-1.2, 0.4, 0.2], [0.3, 0.2, 0.2], [-0.3, -1.3, 0.1], [0.6, -0.2, -0.7], [-0.4, 0.3, 1.1], [0.5, -1.1, 0.5], [-0.2, 1.1, 0.5], [0.5, 0.4, -1.0], [0.7, -0.4, 0.7], [-1.3, 0.4, 0.3], [-0.3, -0.4, 1.2], [0.9, 0.9, -0.3], [-0.9, 0.9, 0.2], [0.5, 0.4, -0.1], [0.5, -0.9, 0.0], [0.4, -0.1, 0.0], [1.4, 0.8, -0.7], [-0.4, 0.0, 0.6], [0.8, 0.0, 0.3], [-0.4, -0.6, -0.2], [-0.2, 1.2, 0.1], [-0.4, -0.2, 0.1], [-0.2, 0.1, 0.0], [0.5, 0.2, -0.1], [-0.1, 0.2, 0.1], [0.2, 0.0, -0.1], [0.0, -0.2, 0.1], [0.0, -0.2, 0.0], [0.0, -0.1, 0.1], [-0.2, 0.4, 0.2], [0.2, -0.4, 0.0], [0.2, 0.2, 0.0], [-0.1, 0.0, -0.2], [-2.4, 0.9, 1.0], [1.9, -0.5, -0.7], [0.5, 0.7, -0.5], [0.0, -0.2, -0.2], [0.3, -0.4, -0.6], [0.0, 0.2, 0.1], [-0.1, 0.2, 0.3], [-0.1, 0.2, 0.1], [-0.2, 0.6, -0.3], [-0.4, -0.2, 0.5], [0.9, 0.3, 0.2], [-1.6, 0.1, 0.8], [-0.3, 1.2, 0.3], [-1.6, 1.8, 1.0], [0.1, -0.4, -0.6], [-0.1, 0.0, 0.0], [0.2, -0.2, 0.1], [0.2, -0.1, -0.2], [0.0, 0.1, 0.0], [0.4, 0.0, -0.1], [0.1, 0.1, 0.5], [-0.2, -0.2, -0.6], [0.2, 0.8, 0.6], [-0.3, 0.0, 0.3], [0.1, 0.1, -0.3], [-0.4, 0.0, 0.2], [0.2, 0.0, -0.1], [-0.1, -0.1, 0.1], [-0.1, -0.2, -0.1], [0.1, -0.1, -0.1], [0.0, 0.0, 0.0], [-0.3, -0.3, -0.1], [-0.1, 0.3, -0.1], [0.0, -0.2, 0.0], [0.1, -0.1, 0.0], [0.1, -1.0, 0.3], [-0.1, 0.0, -0.1], [0.0, -0.1, 0.0], [-0.1, 0.0, 0.0], [0.0, -0.1, 0.0], [-0.1, 0.0, -0.1], [1.7, -4.2, -1.7]], "homo_ev": -6.43, "gap_ev": 2.16, "max_force_ev_per_a": 4.86}


# 2
{"formula": "C26H53BCl30O5P2S", "method": "ωB97M-V/def2-TZVPD", "species": ["C", "C", "C", "C", "O", "C", "C", "C", "C", "C", "P", "S", "C", "O", "B", "O", "O", "C", "P", "O", "H", "H", "H", "H", "H", "H", "H", "H", "H", "H", "H", "H", "H", "H", "H", "H", "H", "H", "H", "H", "H", "H", "H", "C", "Cl", "Cl", "H", "H", "C", "Cl", "Cl", "H", "H", "C", "Cl", "Cl", "H", "H", "C", "Cl", "Cl", "H", "H", "C", "Cl", "Cl", "H", "H", "C", "Cl", "Cl", "H", "H", "C", "Cl", "Cl", "H", "H", "C", "Cl", "Cl", "H", "H", "C", "Cl", "Cl", "H", "H", "C", "Cl", "Cl", "H", "H", "C", "Cl", "Cl", "H", "H", "C", "Cl", "Cl", "H", "H", "C", "Cl", "Cl", "H", "H", "C", "Cl", "Cl", "H", "H", "C", "Cl", "Cl", "H", "H"], "xyz": [[5.32658, -2.10455, 0.37138], [4.06415, -2.10644, -0.24338], [3.85498, -1.22575, -1.52389], [3.05816, 0.12428, -1.32757], [1.79363, -0.15463, -2.00475], [0.58778, -0.01189, -1.21256], [-0.55653, -1.03652, -1.56013], [-1.75346, -1.03807, -0.52353], [-2.82658, 0.11890, -0.71536], [-2.98089, 0.88816, 0.67004], [0.00452, 1.74228, -1.79666], [-0.70242, 1.73386, -3.61597], [1.12578, -0.16326, 0.30783], [1.11352, -1.58320, 0.51253], [1.00352, -1.92986, 1.87561], [1.54394, -1.16864, 2.93040], [0.31155, -3.15395, 2.21006], [2.53861, 0.55442, 0.09542], [3.72681, 0.69272, 1.52917], [5.08935, 1.18467, 1.00088], [5.81188, -3.07776, 0.67479], [5.88022, -1.15991, 0.62714], [3.29735, -2.76933, 0.22952], [4.85977, -0.99961, -1.96758], [3.32379, -1.88051, -2.27914], [3.66356, 0.99083, -1.70495], [-1.00713, -0.86368, -2.58364], [-0.13664, -2.08559, -1.60789], [-1.40213, -0.99147, 0.55460], [-2.26282, -2.04452, -0.63115], [-3.82519, -0.38015, -0.89379], [-2.62554, 0.79306, -1.58829], [-2.17779, 1.67495, 0.80628], [-2.90314, 0.18231, 1.55186], [-3.98339, 1.38962, 0.73907], [1.19935, 2.54942, -1.82934], [-0.86845, 2.39238, -0.88662], [0.40151, 0.41005, 0.94992], [1.62589, -1.74042, 3.71501], [-0.61535, -2.95118, 1.97099], [2.26894, 1.63990, -0.07697], [3.85832, -0.54271, 2.23727], [3.19191, 1.68092, 2.43408], [-3.90573, 0.21615, -5.09368], [-3.78212, -0.71680, -6.58603], [-4.99327, -0.57053, -3.93936], [-2.91841, 0.30440, -4.64668], [-4.29597, 1.20405, -5.32684], [-7.32534, -0.78866, -8.14657], [-7.73504, -0.37932, -9.81679], [-7.63728, 0.56925, -7.05538], [-7.92791, -1.63604, -7.83397], [-6.27018, -1.04510, -8.09556], [0.28717, -5.63308, -0.15906], [1.23410, -4.33968, -0.90001], [-1.38084, -5.62532, -0.74724], [0.74326, -6.58906, -0.40337], [0.28126, -5.48894, 0.91860], [8.31692, 0.94337, -0.49714], [9.50701, 1.30478, 0.75947], [8.75959, -0.51242, -1.40216], [7.34590, 0.78910, -0.02963], [8.26602, 1.78291, -1.18534], [0.39544, 3.80675, 2.43761], [0.40660, 2.82344, 0.96337], [-0.61208, 3.07007, 3.68656], [1.41341, 3.89353, 2.81091], [0.00318, 4.79236, 2.20103], [-3.18197, 1.29925, -10.05786], [-2.26440, 1.22651, -8.54944], [-4.92003, 1.19602, -9.75400], [-2.97010, 2.24208, -10.55615], [-2.88119, 0.46998, -10.69337], [1.94540, 0.53388, 6.94576], [1.86110, -1.19960, 6.59476], [1.61820, 1.49949, 5.50065], [1.20698, 0.77569, 7.70588], [2.94161, 0.77089, 7.31047], [-7.80696, 4.15019, -9.94199], [-8.47498, 5.69611, -9.40335], [-6.24717, 4.36702, -10.74398], [-7.67122, 3.50433, -9.07763], [-8.50103, 3.69105, -10.64097], [1.76362, 0.53165, -6.56779], [1.62022, 0.28141, -4.82293], [0.78518, -0.61272, -7.50152], [1.44136, 1.54304, -6.80573], [2.80547, 0.40006, -6.84898], [4.06863, 2.29278, 10.36436], [2.30740, 2.13562, 10.36683], [4.78648, 1.39440, 9.01961], [4.32950, 3.34352, 10.26520], [4.45802, 1.90289, 11.30190], [-8.25775, -2.58246, -4.22208], [-8.14121, -3.52936, -5.71073], [-9.30757, -3.37110, -3.03822], [-7.26379, -2.47515, -3.79624], [-8.66618, -1.60334, -4.45925], [-1.50465, 3.93207, 10.57906], [-0.32056, 5.09097, 11.19349], [-0.82716, 2.95036, 9.27395], [-1.80963, 3.27644, 11.39052], [-2.36558, 4.47586, 10.19925], [4.01944, 0.19935, 13.79945], [3.38491, 1.76467, 14.31644], [5.54703, 0.38368, 12.92536], [4.18852, -0.42052, 14.67600], [3.29415, -0.27600, 13.14360], [7.02280, -1.29635, 10.06409], [5.94767, -1.68244, 8.71662], [8.42536, -2.37149, 10.09788], [7.36729, -0.27061, 9.95605], [6.47309, -1.40569, 10.99426], [-4.38907, -4.12573, -8.58411], [-3.70467, -2.55249, -9.01436], [-6.03028, -3.96251, -7.95220], [-4.41244, -4.75496, -9.47013], [-3.76352, -4.58314, -7.82184]], "forces_ev_per_angstrom": [[-1.4, -0.4, -0.3], [2.6, 0.4, 0.8], [0.0, 0.3, 1.1], [-0.6, -1.3, 0.8], [-0.8, 0.4, -0.3], [0.5, 0.3, 0.7], [0.0, -0.7, -0.2], [0.1, 0.0, -0.2], [-0.6, -0.7, 1.4], [0.0, 0.3, -0.3], [0.2, -0.1, -1.2], [-0.8, 0.4, 0.6], [-0.4, 1.2, -2.7], [0.0, 1.2, 2.7], [0.0, -1.1, 0.4], [-0.3, -1.1, -1.4], [0.2, 2.0, -0.5], [-0.9, 0.0, 0.8], [2.7, 0.7, -1.4], [-2.1, -0.8, 0.8], [-1.1, 1.2, 0.9], [0.0, -1.0, -1.6], [0.7, -0.1, -1.7], [-0.8, -0.2, 0.6], [0.4, 0.9, 0.8], [-1.0, -0.8, -0.3], [0.7, 0.2, 1.0], [-0.1, 1.3, 0.2], [-0.2, -0.1, -1.3], [0.6, 1.1, 0.1], [1.1, 0.6, -0.1], [-0.1, -0.6, 0.8], [-0.9, -0.8, -0.1], [-0.1, 0.7, -1.1], [1.0, -0.3, -0.1], [-0.5, -0.5, 0.6], [0.3, -0.4, -0.3], [1.1, -1.0, -0.1], [-0.3, 0.5, -0.1], [0.4, -0.7, 0.0], [0.3, -1.1, 0.4], [-0.5, 0.7, -0.2], [-0.2, -0.8, -0.4], [0.2, 0.2, -0.2], [-0.2, -0.1, 0.5], [-0.1, 0.0, 0.2], [-0.1, -0.1, 0.0], [-0.1, -0.1, 0.0], [0.1, -0.2, 0.0], [-0.2, -0.1, 0.0], [0.0, 0.0, 0.1], [0.0, 0.2, 0.0], [-0.1, 0.2, 0.0], [0.1, -0.1, 0.2], [0.1, -0.2, 0.0], [-0.1, 0.0, 0.1], [-0.1, 0.1, -0.1], [0.0, 0.2, -0.1], [-0.3, 0.1, 0.0], [0.0, 0.1, 0.0], [-0.1, 0.0, -0.1], [0.1, 0.0, 0.0], [0.1, -0.1, 0.0], [0.1, 0.2, 0.4], [0.0, 1.0, 1.0], [0.0, 0.1, -0.2], [-0.1, -0.1, 0.0], [0.0, -0.2, -0.1], [0.1, 0.2, -0.1], [0.3, 0.2, -0.4], [0.1, -0.1, -0.1], [-0.1, 0.0, 0.1], [-0.1, 0.0, 0.2], [0.2, 0.2, 0.1], [0.0, -0.1, 0.1], [0.0, 0.0, 0.2], [0.0, -0.1, -0.1], [-0.2, -0.1, -0.1], [0.0, -0.2, 0.0], [-0.1, 0.0, 0.0], [0.0, 0.0, -0.1], [0.1, 0.1, -0.1], [0.1, 0.1, 0.0], [0.3, 0.1, 0.1], [0.8, -0.5, -0.7], [0.0, 0.0, 0.0], [-0.1, -0.1, 0.1], [-0.1, -0.1, 0.0], [0.0, 0.2, 0.2], [0.0, 0.0, 0.1], [0.2, 0.1, 0.2], [-0.1, -0.1, -0.1], [-0.1, 0.0, -0.3], [0.1, 0.2, 0.1], [-0.2, 0.1, 0.2], [0.0, 0.1, 0.0], [-0.1, -0.1, -0.1], [0.0, -0.1, 0.0], [-0.2, 0.0, 0.1], [-0.1, 0.0, 0.0], [-0.2, 0.0, -0.1], [0.1, 0.0, -0.1], [0.2, 0.0, 0.0], [-0.2, -0.1, 0.1], [0.0, -0.1, 0.0], [0.1, -0.2, 0.1], [0.1, 0.1, -0.1], [0.1, 0.1, 0.0], [0.0, 0.1, 0.1], [0.0, -0.1, 0.0], [0.0, 0.0, 0.1], [0.0, -0.1, -0.1], [0.0, -0.1, -0.1], [0.1, -0.2, -0.1], [0.1, -0.2, -0.3], [0.2, -0.2, -0.1], [-0.1, 0.2, 0.0], [-0.1, 0.2, 0.0]], "homo_ev": -8.20, "gap_ev": 8.21, "max_force_ev_per_a": 3.16}


Q: Number 2 is which compound?
A: C26H53BCl30O5P2S